The following is a DFT calculation (wB97M-V/def2-TZVPD) of 16 unconnected molecules or ions with the total composition C71H185N11O22 in a non-equilibrium geometry.

Calculated values
HOMO energy	-8.233	eV
net charge	0
gap between HOMO and LUMO	0.3187	hartree
calculated total energy	-5073.2188	hartree
E_LUMO	0.439	eV

The geometry in XYZ format:
```
289
Properties=species:S:1:pos:R:3:mulliken_charge:R:1
C 0.63032 4.91351 -3.95364 -1.11
C 0.12685 5.39471 -2.57928 0.58
C 1.00924 4.87081 -1.40296 0.17
O 0.17303 6.78167 -2.50039 -0.60
H 1.63320 5.25206 -4.21387 0.36
H -0.03275 5.03137 -4.81070 0.40
H 0.87570 3.85782 -3.83769 -0.03
H -0.86358 5.01750 -2.32463 0.06
H 2.07118 4.95508 -1.63378 0.56
H 0.72817 3.83357 -1.22063 -0.49
H 0.79591 5.45797 -0.50974 -0.27
H -0.52457 7.22157 -2.99176 0.36
C 0.08600 -6.79173 1.14779 -0.75
C -0.85066 -6.28521 2.25891 0.36
C -0.61149 -7.02457 3.60577 -1.57
O -0.57068 -4.90632 2.46267 -0.17
H 0.03743 -7.88046 1.12757 0.41
H 1.10736 -6.41650 1.21218 0.25
H -0.27199 -6.47107 0.16945 -0.12
H -1.84628 -6.44314 1.84433 0.33
H -0.84846 -8.08294 3.49719 0.43
H -1.08547 -6.57756 4.47964 0.31
H 0.46383 -7.10377 3.76552 0.34
H 0.29740 -4.82777 2.86497 0.04
C -1.82637 -0.45552 5.22160 -1.35
C -2.18391 -0.81520 3.75458 3.06
C -3.57873 -1.23519 3.54192 -1.85
O -1.96687 0.39566 3.01475 0.16
H -2.42955 0.35209 5.63638 0.11
H -0.75241 -0.28257 5.29088 0.16
H -2.03763 -1.28846 5.89219 0.53
H -1.49161 -1.58759 3.41954 -1.64
H -3.87331 -1.39620 2.50491 0.25
H -4.29637 -0.55310 3.99782 0.33
H -3.70692 -2.15314 4.11554 0.47
H -1.36151 0.28611 2.27778 -0.64
C -1.40127 -0.16996 -4.88761 -1.45
C -0.76474 0.93096 -4.00298 0.55
C -0.63821 0.49843 -2.54034 0.32
O 0.53214 1.10281 -4.49544 -0.52
H -2.35512 -0.54073 -4.51236 0.04
H -0.71271 -1.01465 -4.86565 0.38
H -1.47287 0.02823 -5.95704 0.48
H -1.34130 1.85596 -4.01023 0.26
H -0.19613 -0.48969 -2.41272 -0.17
H -1.64665 0.47211 -2.12748 -0.11
H -0.07960 1.26643 -2.00532 -0.19
H 0.47076 1.07398 -5.45304 0.30
C -1.59036 2.61837 7.56593 -1.60
C -1.63230 3.18331 6.15105 0.98
C -3.06501 3.48449 5.76769 -1.12
O -1.00587 4.44911 6.22410 -0.29
H -0.57799 2.38762 7.89754 0.41
H -2.14634 1.68446 7.64831 0.33
H -1.90905 3.22035 8.41690 0.38
H -1.08067 2.62185 5.39703 -0.29
H -3.63028 2.55577 5.84553 0.37
H -3.01625 3.82479 4.73332 0.11
H -3.51092 4.30553 6.32909 0.40
H -1.43823 4.98330 6.89439 0.30
C -7.61058 -4.65669 -4.30182 -0.90
C -8.03663 -4.00477 -2.97637 0.23
C -7.19794 -4.18951 -1.76724 0.15
O -6.93530 -5.51988 -1.45283 -0.41
C -6.27531 -5.72797 -0.22203 -0.51
N -8.07140 -2.60245 -3.19681 -0.35
H -8.39930 -4.54616 -5.04601 0.34
H -7.36839 -5.71056 -4.16473 0.37
H -6.72757 -4.17913 -4.72647 0.10
H -9.07626 -4.19648 -2.71082 0.37
H -7.64262 -3.69499 -0.90365 0.57
H -6.20306 -3.77174 -1.92151 -0.59
H -6.09528 -6.80154 -0.16589 0.18
H -6.89756 -5.39154 0.60728 0.38
H -5.31626 -5.21833 -0.12937 0.07
H -8.60230 -2.45629 -4.04350 -0.03
H -8.57903 -2.13100 -2.46187 0.30
C 5.61420 -2.91127 -4.46700 -1.77
C 5.71170 -2.93854 -2.94315 1.97
C 4.52332 -3.62910 -2.20495 -0.94
O 3.25961 -3.00157 -2.44895 -0.42
C 2.16830 -3.48084 -1.60956 -0.46
N 6.99731 -3.52222 -2.64886 -0.75
H 4.66394 -2.42892 -4.69605 0.30
H 5.55371 -3.94627 -4.80350 0.42
H 6.37271 -2.30419 -4.96117 0.41
H 5.73275 -1.90376 -2.60128 -0.82
H 4.70118 -3.57995 -1.13068 0.29
H 4.31605 -4.66710 -2.46510 0.53
H 1.26941 -2.94272 -1.91042 -0.14
H 2.31003 -3.33318 -0.53894 0.07
H 2.04385 -4.55101 -1.77490 0.65
H 7.13661 -4.51140 -2.79797 0.25
H 7.74900 -3.05450 -3.13497 0.27
C 1.13882 -2.57368 4.27573 -0.68
C 2.18783 -3.36405 3.43718 1.56
C 3.67512 -3.02849 3.69847 -1.37
O 4.06941 -1.69559 3.27250 -0.28
C 4.10251 -1.45614 1.88911 -0.09
N 2.03811 -4.76256 3.72444 -0.38
H 1.34314 -2.69866 5.33910 0.69
H 0.14318 -2.95029 4.04129 0.14
H 1.10476 -1.50475 4.06518 -0.36
H 1.90368 -3.20515 2.39694 -0.71
H 4.37672 -3.66331 3.15731 0.49
H 3.87041 -3.04069 4.77076 0.31
H 4.92695 -1.95365 1.37836 0.57
H 4.30053 -0.40671 1.67097 -0.21
H 3.22017 -1.74563 1.31833 -0.06
H 2.10340 -4.96996 4.71076 0.27
H 2.83715 -5.21284 3.30150 0.29
C -1.19270 7.36622 3.93150 -1.36
C 0.29339 7.13351 3.65430 1.00
C 1.21494 8.17482 4.30718 -0.42
O 1.14464 9.46206 3.60284 -0.45
C 2.08416 10.37804 4.09068 -0.74
N 0.68149 5.82456 4.18993 0.91
H -1.69935 8.08716 3.28991 0.40
H -1.44349 7.49763 4.98409 0.31
H -1.75784 6.44684 3.77833 0.22
H 0.45083 7.19880 2.57771 -0.27
H 2.26153 7.87189 4.33857 -0.10
H 0.97278 8.34812 5.35572 0.55
H 1.88480 11.34191 3.62237 0.27
H 3.03414 9.97281 3.74225 0.25
H 2.11457 10.56399 5.16427 0.30
H 0.38687 5.77383 5.15467 0.01
H 0.08041 5.06372 3.90720 -0.93
C 3.74774 1.81236 -3.04723 -2.26
C 3.86456 0.43934 -2.53082 0.61
C 4.66256 0.34597 -1.24012 0.70
O 6.06393 0.50124 -1.47777 -0.59
C 6.80562 -0.03522 -0.40137 -0.65
N 2.59043 -0.14598 -2.31062 0.38
H 4.74962 2.21602 -3.19345 0.51
H 3.19220 2.52289 -2.43517 0.29
H 3.17652 2.06265 -3.94118 0.43
H 4.40639 -0.10278 -3.30583 -0.35
H 4.54287 -0.63066 -0.77112 -0.09
H 4.30791 1.06851 -0.50510 0.48
H 7.75515 0.49989 -0.38871 0.17
H 6.97829 -1.07355 -0.68453 0.32
H 6.41216 -0.05993 0.61483 0.30
H 2.64703 -1.10273 -2.62924 0.16
H 1.98192 0.28095 -2.99440 -0.29
C -9.55991 -2.27349 -6.84210 -0.94
O -8.30592 -1.88087 -6.24361 -0.21
C -7.15674 -1.84018 -7.09173 -0.54
C -6.00604 -1.06455 -6.35280 -0.96
N -5.20279 -1.86814 -5.47153 0.39
C -4.33623 -2.80831 -6.18175 -1.09
C -3.35841 -3.54404 -5.28240 0.23
O -4.06127 -4.66840 -4.56474 0.61
C -4.39641 -5.86256 -5.32337 -1.16
H -10.51077 -2.12816 -6.32944 0.26
H -9.50023 -3.33204 -7.09511 0.37
H -9.65597 -1.74450 -7.79029 0.37
H -7.38697 -1.26148 -7.98627 0.52
H -6.79215 -2.82936 -7.36868 0.31
H -6.41359 -0.19535 -5.83656 0.25
H -5.34163 -0.67305 -7.12312 0.52
H -5.81802 -2.32431 -4.81313 -0.39
H -3.72330 -2.26914 -6.90405 0.68
H -4.86028 -3.54379 -6.79211 0.19
H -2.88051 -2.89931 -4.54482 -0.57
H -2.54232 -3.96240 -5.87152 0.13
H -3.51890 -6.38353 -5.70633 0.29
H -5.02776 -5.67393 -6.19167 0.39
H -4.91576 -6.64840 -4.77491 0.28
C 2.96337 1.31134 4.73427 0.21
O 3.39636 2.30759 5.68948 -0.62
C 2.72566 3.54074 5.56081 1.58
C 3.09661 4.52599 6.68076 -1.09
N 4.45865 5.01038 6.45615 -0.46
C 4.53514 5.85512 5.24734 0.88
C 6.02439 6.28905 5.08449 -1.05
O 6.74098 5.24171 4.47015 -0.29
C 8.07615 5.48767 3.94795 -0.77
H 1.89940 1.08797 4.81279 -0.02
H 3.51343 0.38500 4.89985 0.21
H 3.12640 1.62740 3.70392 -0.08
H 1.68729 3.23160 5.68042 -0.22
H 2.78994 3.85431 4.51887 -0.57
H 3.15578 4.01348 7.64094 0.45
H 2.39699 5.35861 6.75407 0.23
H 5.01502 4.16846 6.41459 0.35
H 4.01953 6.80087 5.41409 0.04
H 4.21964 5.41304 4.30229 -0.26
H 6.43365 6.61416 6.04100 0.49
H 5.99637 7.14057 4.40462 0.38
H 8.83825 5.50618 4.72703 0.32
H 8.09533 6.41486 3.37521 0.33
H 8.35287 4.67696 3.27395 0.18
C -3.53109 -11.31761 -1.63451 -0.81
O -3.79131 -9.96653 -1.90146 -0.31
C -3.31968 -9.09250 -0.90518 -1.00
C -3.17915 -7.70529 -1.39135 0.39
N -2.03035 -7.57122 -2.29527 -0.26
C -1.92511 -6.16301 -2.72190 1.00
C -0.97057 -6.04360 -3.89961 -0.83
O -1.29013 -6.96429 -4.94078 -0.41
C -0.71164 -6.73442 -6.18697 -0.73
H -3.96983 -11.97856 -2.38201 0.25
H -4.01821 -11.55165 -0.68791 0.32
H -2.48003 -11.58737 -1.53154 0.31
H -2.33323 -9.29555 -0.48829 0.40
H -4.06929 -9.17724 -0.11841 0.46
H -3.08255 -7.08809 -0.49813 -0.07
H -4.01648 -7.43779 -2.03587 0.12
H -1.98992 -8.19194 -3.09098 0.42
H -1.57103 -5.56780 -1.88020 -0.25
H -2.87385 -5.73016 -3.03915 -0.74
H 0.04750 -6.20172 -3.54378 0.65
H -1.00405 -5.02967 -4.29830 0.27
H 0.37099 -6.64405 -6.09841 0.32
H -1.19135 -5.86705 -6.64043 0.23
H -0.99512 -7.57549 -6.81970 0.23
C -3.53754 -2.47669 -2.00483 -0.32
O -2.30337 -2.15694 -1.44255 0.80
C -2.16403 -2.44883 -0.06467 -0.94
C -0.77509 -2.06996 0.54096 0.87
N -0.51101 -0.61999 0.48648 1.57
C 0.87915 -0.29790 0.80135 1.52
C 1.14424 1.22853 0.95793 -1.28
O 0.59720 1.71670 2.18624 1.50
C 0.78431 3.06443 2.33614 1.01
H -3.79519 -1.93599 -2.91552 0.01
H -4.40192 -2.45391 -1.34117 0.28
H -3.49993 -3.50827 -2.35487 -0.54
H -2.23440 -3.52855 0.06696 0.53
H -2.89967 -1.97320 0.58395 -0.38
H -0.11780 -2.67023 -0.08813 -0.47
H -0.68910 -2.41455 1.57148 -0.69
H -0.75783 -0.22244 -0.40857 -0.87
H 1.49178 -0.61380 -0.04305 -0.08
H 1.15110 -0.75606 1.75226 -0.57
H 0.82903 1.80600 0.08888 -0.62
H 2.21806 1.36468 1.08635 0.35
H 1.85400 3.26439 2.39861 -0.11
H 0.27405 3.38075 3.24591 -1.04
H 0.36515 3.64867 1.51696 -0.45
C 3.15496 7.13718 1.28838 -0.34
O 3.92392 6.22193 0.56382 -0.46
C 4.75473 5.38689 1.39646 0.87
C 5.42178 4.30928 0.53595 -0.33
N 6.57858 4.83723 -0.21713 -0.40
C 7.18109 3.72774 -0.93956 0.49
C 8.66512 4.04732 -1.33428 -1.01
O 9.65541 4.13850 -0.29545 -0.33
C 9.97780 2.93106 0.23739 -0.70
H 2.34430 7.53671 0.67902 0.48
H 3.72569 7.88048 1.84504 0.42
H 2.62160 6.63696 2.09672 -0.31
H 4.15736 5.00113 2.22255 -0.97
H 5.48851 6.03201 1.87969 0.29
H 4.71478 3.89036 -0.18013 -0.14
H 5.71486 3.50817 1.21450 0.48
H 7.32286 5.30181 0.28318 0.34
H 6.53550 3.52912 -1.79505 -0.03
H 7.27470 2.80297 -0.37023 -0.21
H 8.73871 4.94986 -1.94101 0.41
H 9.02885 3.34631 -2.08553 0.45
H 9.15694 2.37854 0.69456 0.20
H 10.72536 3.07612 1.01728 0.28
H 10.36850 2.27659 -0.54179 0.36
C -5.88535 0.75500 -2.70069 -0.72
O -4.71816 1.14206 -1.89020 -0.23
C -4.80974 0.73924 -0.51932 -0.77
C -3.54625 1.29825 0.26361 0.74
N -3.67681 2.75187 0.36075 -0.34
C -2.52035 3.20054 1.08786 0.64
C -2.47093 4.74077 1.15962 -0.06
O -2.31464 5.20403 -0.16175 -0.15
C -2.29214 6.65421 -0.31179 -0.84
H -5.83235 -0.32501 -2.83804 0.15
H -5.98611 1.32418 -3.62480 0.30
H -6.84242 0.93837 -2.21232 0.35
H -4.78874 -0.34764 -0.43957 0.12
H -5.76500 1.06960 -0.11135 0.60
H -2.63589 1.12578 -0.31051 -0.09
H -3.40098 0.76744 1.20448 -0.36
H -3.69607 3.13747 -0.57256 0.46
H -1.60357 2.84687 0.61614 -0.29
H -2.54627 2.85007 2.11966 -0.21
H -1.62193 5.08750 1.74877 -0.46
H -3.32631 5.20590 1.64959 0.66
H -3.13234 7.10682 0.21481 0.41
H -2.29159 6.97043 -1.35491 0.16
H -1.43136 7.10051 0.18618 0.23
```